C28H18AlBr2N5O3 as an isolated structure, computed with ωB97M-V with the def2-TZVPD basis set.

DFT total energy, eV: -189610.627
E_HOMO, hartree: -0.2761
Charge: 0
ΔE to the lowest compared entry with this formula, charge and spin, eV: 0.038

Last column: natural (NBO) charge in e.
Element x y z (Å)
Br: 3.04 1.88 4.99  0.06
Br: 2.88 -3.16 2.47  0.10
Al: -0.36 -0.83 -0.37  2.01
O: 0.82 -1.70 0.67  -0.84
O: -3.25 -3.47 -1.26  -0.61
O: 0.47 1.94 -3.17  -0.62
N: -0.04 0.77 0.82  -0.60
N: 0.09 -0.03 -2.03  -0.89
N: -1.54 -1.90 -1.35  -0.84
N: -1.89 -1.30 1.14  -0.51
N: 2.50 0.52 -0.70  -0.42
C: -3.50 -3.03 1.51  -0.20
C: 1.90 1.50 -1.37  0.10
C: 0.85 2.58 2.71  -0.09
C: -2.01 -0.93 2.42  0.07
C: -2.50 -2.65 -0.77  0.64
C: 3.58 0.82 0.01  0.04
C: -2.86 -1.58 3.30  -0.25
C: 2.24 -1.40 2.56  -0.18
C: 2.32 0.76 3.65  -0.09
C: -1.39 -1.76 -2.74  0.09
C: -0.51 2.00 0.81  0.32
C: 0.73 1.15 -2.28  0.65
C: 1.31 -0.97 1.64  0.39
C: -0.55 -0.70 -3.11  0.21
C: -0.34 -0.45 -4.46  -0.25
C: -2.62 -2.32 0.70  0.15
C: 1.36 1.27 2.74  -0.14
C: -1.77 -2.29 -5.05  -0.23
C: 4.10 2.11 0.11  -0.25
C: -0.07 2.94 1.77  -0.27
C: 0.88 0.39 1.76  0.13
C: -0.95 -1.25 -5.42  -0.22
C: -3.61 -2.65 2.84  -0.14
C: 2.75 -0.54 3.56  -0.22
C: -1.99 -2.56 -3.71  -0.22
C: -1.50 2.38 -0.25  -0.66
C: 2.35 2.82 -1.35  -0.22
C: 3.46 3.13 -0.59  -0.17
H: -2.26 3.04 0.17  0.23
H: 3.48 -0.92 4.25  0.25
H: -2.24 -2.91 -5.80  0.21
H: -4.06 -3.84 1.08  0.26
H: -1.40 -0.10 2.75  0.20
H: -1.00 2.92 -1.06  0.26
H: -0.77 -1.04 -6.47  0.21
H: 1.19 3.30 3.44  0.24
H: 3.83 4.14 -0.54  0.22
H: -2.63 -3.38 -3.40  0.25
H: 4.05 0.00 0.54  0.20
H: -2.93 -1.24 4.32  0.23
H: -0.47 3.94 1.73  0.23
H: 1.83 3.56 -1.94  0.24
H: -1.98 1.51 -0.69  0.24
H: 0.29 0.37 -4.77  0.23
H: -4.28 -3.17 3.50  0.23
H: 4.98 2.30 0.70  0.22

=====

C28H19AsBrNO5Pb as an isolated structure, computed with ωB97M-V with the def2-TZVPD basis set.

DFT total energy, eV: -177182.816
E_HOMO (spin up / spin down), hartree: -0.5403 / -0.5437
Charge: +2

Last column: natural (NBO) charge in e.
Element x y z (Å)
Pb: -1.84 -0.40 0.58  1.50
Br: -3.02 6.11 -1.80  0.21
As: -0.51 -2.31 -1.54  1.24
O: -0.20 -0.78 2.28  -0.62
O: 4.56 -0.59 1.85  -0.34
O: 2.37 -1.06 3.82  -0.35
O: 3.29 -0.02 -0.76  -0.39
O: 0.32 0.06 -0.26  -0.70
N: -2.06 1.84 -0.27  -0.61
C: -0.49 -0.19 -3.47  -0.22
C: 3.52 -3.87 0.18  -0.14
C: -3.17 -3.26 -1.80  -0.24
C: -1.55 -4.99 -1.31  -0.21
C: -0.38 0.33 -4.75  -0.19
C: 1.12 -2.97 -0.87  -0.34
C: -0.32 -1.56 -3.28  -0.31
C: -1.86 -3.65 -1.52  -0.31
C: 2.28 -0.79 2.67  0.38
C: -2.56 -5.94 -1.39  -0.19
C: -3.86 -5.55 -1.65  -0.14
C: -3.30 2.17 -0.68  0.05
C: 3.40 -0.54 1.65  0.37
C: -0.06 -2.41 -4.35  -0.24
C: -2.64 4.39 -1.19  -0.03
C: -1.11 2.78 -0.32  0.06
C: 1.27 -0.25 0.53  0.28
C: -4.17 -4.21 -1.86  -0.18
C: 0.05 -1.87 -5.62  -0.17
C: 0.98 -0.62 1.90  0.35
C: 1.15 -3.56 0.41  -0.24
C: -1.35 4.07 -0.76  -0.25
C: 2.35 -4.00 0.93  -0.21
C: -0.11 -0.51 -5.82  -0.15
C: 2.75 -0.22 0.29  0.38
C: -3.64 3.42 -1.15  -0.25
C: 2.30 -2.81 -1.60  -0.21
C: 3.49 -3.28 -1.08  -0.18
H: -0.56 4.79 -0.77  0.26
H: 0.05 -3.48 -4.20  0.23
H: 4.40 -3.17 -1.65  0.25
H: 2.39 -4.46 1.90  0.25
H: -0.12 2.50 0.01  0.22
H: -0.02 -0.10 -6.82  0.24
H: 0.27 -2.52 -6.46  0.24
H: 2.28 -2.32 -2.57  0.25
H: -5.19 -3.92 -2.08  0.24
H: -4.05 1.39 -0.62  0.21
H: -4.64 3.63 -1.46  0.27
H: 0.24 -3.68 0.99  0.23
H: -2.33 -6.98 -1.24  0.25
H: 4.46 -4.22 0.58  0.25
H: -3.41 -2.22 -1.99  0.22
H: -0.67 0.47 -2.63  0.22
H: -0.53 -5.31 -1.11  0.23
H: -4.64 -6.29 -1.71  0.25
H: -0.50 1.39 -4.92  0.24

=====

C28H19N2S4Tl as an isolated structure, computed with ωB97M-V with the def2-TZVPD basis set.

DFT total energy, eV: -80351.874
E_HOMO (spin up / spin down), hartree: -0.2626 / -0.2665
Charge: 0
ΔE to the lowest compared entry with this formula, charge and spin, eV: 0.217

Last column: Löwdin charge in e.
Element x y z (Å)
Tl: 2.40 -0.12 -0.34  0.63
S: 2.57 0.14 -3.27  0.56
S: 0.30 2.26 -0.75  0.82
S: 1.95 4.46 -0.81  0.74
S: 0.40 -2.03 -3.81  0.95
N: 0.63 -2.82 7.93  0.15
N: -1.26 -0.72 -1.69  0.14
C: 0.38 -2.64 6.80  -0.19
C: 1.35 0.50 -4.40  -0.69
C: -0.83 -2.65 3.33  -0.02
C: -0.39 -1.07 1.47  -0.19
C: -1.18 1.29 -0.31  -0.37
C: -0.53 -0.38 -5.70  -0.13
C: -0.05 -1.59 2.80  -0.16
C: -1.36 -2.38 -3.43  -0.35
C: -2.02 -2.92 -0.99  -0.01
C: 0.31 -0.51 0.42  -0.22
C: 0.63 2.97 0.83  -0.52
C: -2.24 -2.52 0.27  -0.01
C: 0.95 2.94 3.24  -0.05
C: 1.52 1.54 -5.37  -0.11
C: 0.53 1.71 -6.32  -0.09
C: 0.28 -0.47 -4.58  -0.55
C: -0.46 0.71 -6.57  -0.04
C: -0.68 -3.03 4.62  -0.02
C: 0.19 -2.24 5.44  -0.25
C: 2.41 4.35 1.92  -0.07
C: 1.66 3.99 0.74  -0.76
C: -1.12 -0.24 -0.40  -0.44
C: 0.90 -0.91 3.59  0.00
C: 0.31 2.47 2.09  -0.09
C: -1.45 -1.98 -1.99  -0.33
C: -1.74 -1.16 0.72  -0.16
C: 2.01 3.82 3.13  -0.08
C: 0.93 -1.19 4.98  -0.02
H: -1.90 1.69 -1.03  0.07
H: -1.42 -3.46 -3.49  0.07
H: -1.45 -3.25 2.61  0.12
H: -1.22 -1.15 -5.85  0.08
H: 2.54 4.08 4.00  0.09
H: -1.13 -3.92 5.04  0.12
H: 1.58 -0.13 3.20  0.11
H: 3.19 5.09 1.79  0.11
H: -0.52 1.80 2.22  0.09
H: 2.36 2.24 -5.25  0.11
H: -2.10 -3.98 -1.20  0.10
H: -1.14 0.77 -7.47  0.13
H: -2.09 -1.83 -4.03  0.09
H: 0.66 2.58 4.19  0.10
H: 0.62 2.68 -6.87  0.12
H: 1.56 -0.60 5.67  0.13
H: -2.83 -3.13 0.93  0.10
H: -1.51 1.59 0.71  0.08
H: -2.49 -0.62 1.25  0.12

=====

A 4-piece molecular cluster, C28H19NO15 overall, computed with ωB97M-V with the def2-TZVPD basis set.

SMILES: O=CCc1ccc2c(c1)C(=O)NC2=O.O=C1C=C(O)C(=O)C=C1O.O=C1C=C(O)C(=O)C=C1O.O=C1C=C(O)C(=O)C=C1O
DFT total energy, eV: -61542.908
E_HOMO, hartree: -0.3460
Charge: 0

Last column: natural (NBO) charge in e.
Element x y z (Å)
O: -2.46 5.51 -1.66  -0.57
O: -3.58 9.61 -4.82  -0.52
O: 1.54 1.44 3.58  -0.52
O: 3.92 -5.46 1.28  -0.54
O: -2.86 -4.73 -1.73  -0.48
O: 5.07 -7.91 1.36  -0.63
O: -1.84 2.60 -3.67  -0.53
O: 2.72 -2.77 1.88  -0.65
O: -3.50 7.74 -0.52  -0.63
O: 0.48 -2.47 -3.36  -0.48
O: 0.19 -2.94 0.93  -0.57
O: 6.74 -6.71 5.58  -0.53
O: 5.51 -4.30 5.54  -0.65
O: -1.01 1.22 2.72  -0.63
O: -2.62 7.35 -5.97  -0.62
N: -0.71 -3.71 -1.71  -0.74
C: 0.47 -1.93 1.56  0.48
C: 1.25 0.41 2.99  0.47
C: -2.72 6.44 -2.41  0.49
C: -3.63 -0.09 -0.82  -0.20
C: -3.29 7.70 -1.85  0.30
C: -2.80 7.40 -4.64  0.32
C: -1.39 -1.48 -2.01  -0.16
C: -2.51 6.36 -3.85  -0.39
C: -0.37 -2.55 -2.54  0.69
C: 5.94 -7.39 3.47  -0.37
C: 2.22 -0.67 2.77  -0.39
C: 4.55 -5.73 2.29  0.48
C: 4.67 -4.80 3.41  -0.41
C: 5.39 -5.13 4.49  0.38
C: -1.35 -0.02 -2.03  -0.13
C: -2.18 -3.76 -1.62  0.70
C: -1.84 2.96 -2.51  0.44
C: -3.66 -1.57 -0.83  -0.19
C: 6.08 -6.45 4.59  0.46
C: 1.86 -1.77 2.10  0.37
C: -3.58 8.74 -2.63  -0.36
C: 5.22 -7.06 2.40  0.31
C: -2.50 0.66 -1.40  -0.01
C: -2.53 2.22 -1.31  -0.55
C: -0.50 -0.87 1.80  -0.37
C: -2.52 -2.24 -1.42  -0.15
C: -0.14 0.23 2.48  0.31
C: -3.35 8.68 -4.07  0.47
H: 4.17 -3.85 3.32  0.25
H: 3.21 -0.53 3.16  0.25
H: -4.50 -2.16 -0.41  0.24
H: -2.90 8.23 -6.30  0.51
H: -3.99 9.66 -2.24  0.25
H: -0.51 1.90 3.22  0.51
H: -1.94 2.50 -0.39  0.24
H: -3.21 6.87 -0.18  0.50
H: -3.57 2.59 -1.11  0.25
H: 6.08 -4.77 6.18  0.50
H: 4.51 -7.43 0.71  0.51
H: 2.23 -3.44 1.37  0.52
H: -4.48 0.48 -0.38  0.22
H: -0.51 -3.30 -0.78  0.42
H: -1.30 3.91 -2.26  0.15
H: -2.12 5.43 -4.25  0.26
H: -1.50 -1.01 1.42  0.25
H: -0.49 0.52 -2.49  0.24
H: 6.43 -8.35 3.57  0.25

=====

C28H20Br4ClEuF5N3O2 as an isolated structure, computed with ωB97M-V with the def2-TZVPD basis set.

DFT total energy, eV: -363536.575
Spin multiplicity: 8
E_HOMO (spin up / spin down), hartree: -0.1103 / -0.1263
Charge: -1
ΔE to the lowest compared entry with this formula, charge and spin, eV: 0.317

Last column: Löwdin charge in e.
Element x y z (Å)
Eu: 0.09 1.01 -0.99  1.46
Br: -1.43 2.43 1.37  0.94
Br: 0.22 2.52 -3.91  0.71
Br: 3.01 0.94 -4.42  0.63
Br: 4.66 0.52 5.02  0.68
Cl: -3.18 -2.05 -2.59  0.57
F: 0.36 3.29 -0.92  -0.27
F: 1.85 5.34 0.00  0.13
F: 2.58 4.54 -1.88  0.09
F: 3.66 4.14 -0.05  0.13
F: 2.16 2.01 -1.13  -0.20
O: -1.96 1.39 -1.85  -0.20
O: -1.59 -0.34 -0.52  -0.16
N: -0.14 0.87 4.08  0.17
N: 0.49 -0.76 -2.58  -0.03
N: 1.51 -0.64 0.10  -0.02
C: -2.25 -0.22 2.22  -0.15
C: -2.68 1.10 1.93  -0.53
C: 0.14 0.33 2.97  -0.33
C: -0.60 -1.96 2.47  -0.01
C: 1.16 -2.98 -4.13  -0.09
C: 1.65 -2.85 -2.86  -0.05
C: -1.59 -2.94 2.32  -0.05
C: -2.90 -2.58 2.24  -0.04
C: -3.54 -0.43 -1.91  -0.46
C: 3.40 0.06 3.66  -0.70
C: 2.08 2.61 -4.47  -1.01
C: 1.30 -1.73 -2.07  -0.28
C: -4.99 0.46 1.95  -0.09
C: -3.27 -1.22 2.20  -0.16
C: 2.54 0.97 3.21  -0.12
C: 1.96 -0.59 1.35  -0.29
C: -4.63 -0.85 2.09  -0.05
C: -0.01 -0.94 -3.81  -0.24
C: 1.81 -1.64 -0.75  -0.13
C: 3.48 -1.28 3.12  -0.15
C: -2.27 0.25 -1.39  -0.77
C: 1.61 3.02 -0.23  -0.23
C: -0.90 -0.62 2.46  -0.13
C: 2.82 -1.54 1.96  -0.06
C: 0.28 -2.00 -4.63  -0.10
C: -4.00 1.45 1.82  -0.13
C: 2.43 4.25 -0.55  -0.61
C: 1.48 0.57 2.22  -0.21
H: 0.62 1.45 4.43  0.05
H: -6.04 0.74 1.87  0.10
H: 2.47 -2.44 -0.44  0.09
H: -1.31 -3.99 2.31  0.10
H: 2.30 -3.60 -2.44  0.10
H: 1.31 1.44 1.57  0.06
H: -3.99 0.17 -2.69  0.07
H: 4.13 -2.01 3.58  0.08
H: -5.38 -1.63 2.10  0.11
H: -0.69 -0.17 -4.16  0.07
H: 2.58 3.30 -3.80  -0.03
H: 2.08 2.97 -5.49  -0.01
H: -4.22 -0.58 -1.08  0.07
H: 1.43 -3.83 -4.75  0.10
H: 2.56 1.99 3.58  0.10
H: 0.42 -2.26 2.66  0.11
H: -0.15 -2.07 -5.62  0.09
H: -3.69 -3.33 2.19  0.11
H: 3.00 -2.50 1.48  0.10
H: -4.27 2.47 1.58  0.10

=====

C28H21AsCl5N3PtS2 as an isolated structure, computed with ωB97M-V with the def2-TZVPD basis set.

DFT total energy, eV: -182214.847
Spin multiplicity: 3
E_HOMO (spin up / spin down), hartree: -0.2451 / -0.2639
Charge: 0
ΔE to the lowest compared entry with this formula, charge and spin, eV: 0.000

Last column: natural (NBO) charge in e.
Element x y z (Å)
Pt: -0.25 -0.15 0.24  0.58
As: -0.42 -0.64 2.62  1.05
Cl: 2.75 0.58 1.06  0.00
Cl: -2.00 2.87 -0.10  0.05
Cl: -0.84 5.63 0.68  0.05
Cl: 3.88 3.34 1.87  0.05
Cl: 2.09 5.88 1.69  0.05
S: 0.91 -4.39 -1.24  0.34
S: -2.67 -0.46 0.37  -0.12
N: 2.07 -1.94 -1.24  -0.80
N: -1.12 -3.14 -0.36  -0.23
N: -0.15 -2.20 -0.52  -0.42
C: -0.49 -2.54 2.94  -0.26
C: -0.59 -5.32 3.05  -0.21
C: 0.65 -3.29 2.66  -0.25
C: 0.69 0.08 4.03  -0.26
C: 2.26 3.21 1.31  -0.09
C: -2.52 0.48 4.31  -0.13
C: -4.36 0.59 2.23  -0.23
C: 1.28 -0.75 4.99  -0.25
C: 0.60 -4.68 2.73  -0.21
C: 0.91 1.45 4.07  -0.24
C: -0.37 2.97 0.45  -0.12
C: -1.66 -5.51 -0.65  -0.45
C: 0.14 4.23 0.79  -0.08
C: 1.72 2.00 5.05  -0.19
C: 0.98 -2.68 -0.98  0.26
C: -0.75 -4.32 -0.68  0.08
C: -3.08 0.10 1.97  -0.17
C: 0.39 1.80 0.54  -0.27
C: -4.71 1.01 3.51  -0.18
C: -3.80 0.96 4.55  -0.26
C: 2.09 -0.19 5.97  -0.21
C: -2.17 0.04 3.04  -0.44
C: 2.32 1.17 6.00  -0.20
C: -2.50 -5.62 -1.92  -0.59
C: 1.72 1.98 0.96  -0.12
C: 1.46 4.34 1.24  -0.10
C: -1.73 -4.57 3.31  -0.21
C: -1.68 -3.18 3.25  -0.22
H: 2.09 -1.00 -0.85  0.42
H: -1.79 0.44 5.11  0.21
H: -2.58 -2.60 3.44  0.23
H: 1.57 -2.79 2.40  0.22
H: 1.11 -1.81 4.96  0.22
H: -0.63 -6.40 3.09  0.22
H: 1.49 -5.26 2.52  0.22
H: 1.89 3.07 5.07  0.22
H: 2.55 -0.83 6.71  0.22
H: -3.11 -4.72 -2.04  0.22
H: -2.66 -5.06 3.55  0.22
H: -2.30 -5.40 0.23  0.24
H: -1.06 -6.41 -0.51  0.21
H: 0.43 2.10 3.34  0.22
H: 2.95 1.60 6.76  0.22
H: -3.16 -6.48 -1.86  0.22
H: -5.71 1.39 3.68  0.21
H: -4.08 1.30 5.54  0.21
H: -1.87 -5.73 -2.80  0.21
H: -5.07 0.65 1.42  0.22
H: 2.96 -2.40 -1.36  0.40